1.
{"formula": "C31H38BN7V", "method": "ωB97M-V/def2-TZVPD", "e_homo_ev": -17.66, "total_charge": 3, "lumo_ev": -11.3, "elements": ["V", "C", "C", "C", "C", "C", "C", "N", "N", "B", "N", "C", "C", "C", "N", "C", "C", "C", "N", "C", "C", "C", "N", "C", "C", "C", "H", "H", "H", "H", "H", "H", "H", "H", "H", "H", "H", "H", "H", "H", "H", "H", "H", "H", "H", "H", "H", "H", "H", "H", "H", "H", "H", "H", "N", "C", "C", "C", "C", "C", "C", "C", "C", "C", "C", "C", "C", "C", "H", "H", "H", "H", "H", "H", "H", "H", "H", "H"], "positions_angstrom": [[-0.209, -0.305, -1.099], [-3.055, 1.451, 0.336], [-2.973, 2.408, -0.854], [-2.478, 3.797, -0.420], [-2.182, 1.905, -2.022], [-2.294, 2.339, -3.331], [-1.469, 1.522, -4.100], [-0.870, 0.635, -3.311], [-1.279, 0.875, -2.007], [-0.115, -0.683, -3.696], [-0.849, -1.852, -2.957], [-1.436, -2.933, -3.460], [-1.934, -3.721, -2.421], [-1.616, -3.067, -1.247], [-0.959, -1.913, -1.576], [-1.843, -3.463, 0.176], [-0.490, -3.788, 0.836], [-2.800, -4.648, 0.275], [1.324, -0.602, -3.109], [2.524, -0.725, -3.661], [3.500, -0.666, -2.662], [2.833, -0.495, -1.465], [1.490, -0.451, -1.749], [3.375, -0.418, -0.075], [4.348, 0.760, 0.064], [4.062, -1.745, 0.280], [-3.934, 1.695, 0.930], [-2.186, 1.565, 0.985], [-3.150, 0.406, 0.029], [-3.982, 2.532, -1.255], [-1.471, 3.732, -0.002], [-3.145, 4.198, 0.341], [-2.459, 4.497, -1.254], [-2.922, 3.137, -3.692], [-1.302, 1.516, -5.167], [-0.103, -0.843, -4.868], [-1.474, -3.099, -4.526], [-2.460, -4.654, -2.525], [-2.295, -2.602, 0.682], [-0.034, -4.649, 0.346], [-0.643, -4.044, 1.883], [0.207, -2.948, 0.785], [-2.368, -5.536, -0.188], [-3.758, -4.434, -0.198], [-2.989, -4.880, 1.321], [2.638, -0.852, -4.727], [4.564, -0.740, -2.807], [2.531, -0.275, 0.607], [5.182, 0.653, -0.629], [4.756, 0.776, 1.073], [3.863, 1.719, -0.127], [4.921, -1.920, -0.368], [3.381, -2.592, 0.187], [4.421, -1.704, 1.307], [-0.080, 0.131, 0.453], [0.164, 0.793, 1.616], [0.559, 2.175, 1.526], [1.220, 2.670, 0.381], [1.613, 3.986, 0.323], [1.331, 4.845, 1.389], [0.651, 4.382, 2.510], [0.271, 3.057, 2.588], [0.041, 0.117, 2.860], [-0.836, -0.987, 2.986], [-1.004, -1.595, 4.204], [-0.274, -1.150, 5.311], [0.619, -0.086, 5.198], [0.777, 0.553, 3.989], [1.470, 1.996, -0.430], [2.151, 4.359, -0.539], [1.643, 5.880, 1.337], [0.413, 5.059, 3.319], [-0.303, 2.710, 3.438], [-1.415, -1.298, 2.127], [-1.704, -2.412, 4.317], [-0.400, -1.642, 6.267], [1.194, 0.235, 6.056], [1.505, 1.346, 3.885]], "atomic_forces_ev_per_a": [[0.03, 0.43, 1.60], [0.00, 0.03, -0.08], [0.07, 0.05, 0.15], [-0.01, -0.04, -0.05], [-0.09, 0.08, -0.29], [0.06, -0.02, 0.07], [-0.06, 0.02, 0.14], [-0.03, -0.02, -0.44], [-0.61, 0.91, -0.35], [0.01, 0.03, -0.06], [-0.08, -0.20, -0.37], [-0.02, -0.02, 0.12], [0.04, 0.03, 0.06], [-0.09, -0.07, -0.17], [-0.39, -0.96, 0.06], [0.11, -0.05, 0.06], [-0.11, 0.02, -0.05], [-0.04, 0.05, -0.02], [0.12, -0.12, -0.40], [0.04, -0.01, 0.14], [-0.04, 0.07, 0.07], [0.07, -0.04, -0.18], [1.07, 0.14, -0.33], [0.08, 0.00, 0.02], [-0.05, -0.04, -0.01], [-0.05, 0.03, 0.01], [0.01, 0.01, 0.02], [-0.03, -0.03, 0.00], [-0.02, 0.00, 0.01], [0.01, 0.00, -0.03], [0.02, 0.00, 0.02], [0.01, 0.00, 0.01], [-0.01, 0.00, 0.01], [-0.02, -0.01, 0.00], [0.01, -0.04, 0.00], [0.00, -0.01, -0.01], [0.03, 0.04, -0.01], [0.01, 0.00, 0.01], [0.00, 0.00, -0.03], [0.03, 0.01, 0.01], [0.01, 0.00, 0.01], [0.02, -0.01, 0.01], [0.00, -0.01, 0.01], [0.00, -0.01, 0.00], [0.01, -0.02, 0.00], [-0.05, -0.01, -0.01], [0.00, -0.01, 0.00], [-0.01, 0.02, 0.00], [0.02, 0.01, 0.01], [0.00, 0.01, 0.00], [0.04, -0.01, -0.02], [0.00, -0.01, 0.00], [0.01, -0.01, -0.01], [0.01, -0.01, 0.00], [-0.27, -0.39, -0.02], [0.35, 0.47, 0.62], [0.03, -0.16, -0.17], [-0.06, -0.01, -0.01], [0.02, 0.02, -0.02], [0.00, -0.08, 0.00], [0.03, 0.04, 0.03], [-0.13, 0.10, 0.01], [-0.18, -0.14, -0.20], [0.05, 0.04, 0.00], [-0.05, -0.08, 0.00], [0.00, 0.06, -0.07], [0.01, 0.03, 0.04], [0.11, -0.06, 0.07], [0.00, 0.05, 0.00], [0.00, -0.01, 0.00], [-0.02, 0.01, 0.00], [-0.01, 0.00, 0.00], [-0.02, 0.06, -0.07], [-0.01, -0.03, 0.02], [0.01, 0.00, 0.00], [0.00, -0.01, 0.00], [0.01, -0.03, 0.00], [0.01, -0.10, 0.02]], "mulliken_charge": [1.236, -1.462, 0.692, -1.356, -0.079, -1.284, -0.196, -0.115, 0.581, 0.435, -0.226, -0.407, -0.964, -0.065, 0.596, 1.326, -1.156, -1.880, -0.347, -0.498, -0.948, 0.058, 0.543, 1.801, -1.547, -1.549, 0.554, 0.174, 0.269, 0.599, 0.265, 0.409, 0.458, 0.574, 0.571, 0.048, 0.528, 0.586, -0.058, 0.414, 0.399, 0.145, 0.393, 0.454, 0.437, 0.563, 0.631, -0.788, 0.417, 0.455, 0.319, 0.387, 0.366, 0.462, 0.220, -0.633, 1.219, -0.567, -1.240, -0.621, -1.033, -0.907, 0.627, -0.352, -0.776, -0.516, -1.010, -0.465, 1.002, 0.527, 0.484, 0.499, 0.670, 0.498, 0.534, 0.467, 0.481, 0.665]}

=====

2.
{"formula": "C31H39AuN5S", "method": "ωB97M-V/def2-TZVPD", "de_lowest_kcal_mol": 40.25, "multiplicity": 3, "e_homo_ev": [-1.89, -2.53], "total_charge": -1, "lumo_ev": [2.2, 2.0], "elements": ["Au", "N", "N", "C", "C", "C", "C", "H", "H", "H", "C", "C", "H", "H", "H", "C", "C", "H", "H", "H", "C", "H", "H", "H", "C", "H", "H", "H", "C", "H", "C", "H", "C", "H", "C", "H", "C", "C", "H", "C", "C", "H", "C", "H", "N", "C", "C", "C", "H", "C", "C", "H", "H", "H", "C", "H", "C", "C", "H", "H", "H", "C", "H", "H", "H", "S", "C", "N", "C", "C", "N", "H", "H", "H", "H", "H", "H"], "positions_angstrom": [[-1.030, 0.119, -0.633], [0.408, -2.868, 2.700], [0.043, -2.269, -1.672], [0.595, 1.670, -0.514], [1.787, 0.940, -0.120], [1.685, 0.638, 1.252], [2.562, -0.253, 2.042], [3.545, -0.372, 1.563], [2.094, -1.243, 2.168], [2.721, 0.153, 3.057], [0.539, 1.276, 1.789], [0.163, 1.248, 3.220], [0.841, 1.839, 3.864], [0.175, 0.211, 3.603], [-0.852, 1.646, 3.366], [-0.151, 1.930, 0.735], [-1.191, 2.972, 0.925], [-2.037, 2.588, 1.515], [-1.587, 3.328, -0.035], [-0.776, 3.843, 1.463], [2.965, 0.691, -0.976], [3.753, 1.438, -0.768], [2.719, 0.773, -2.042], [3.404, -0.302, -0.804], [0.518, 2.522, -1.727], [-0.473, 2.982, -1.832], [0.693, 1.923, -2.634], [1.276, 3.325, -1.688], [-0.363, -3.439, 3.567], [-0.053, -3.308, 4.553], [-1.506, -4.195, 3.255], [-2.076, -4.608, 4.063], [-1.819, -4.405, 1.911], [-2.701, -4.981, 1.626], [-0.983, -3.919, 0.903], [-1.166, -4.028, -0.170], [0.276, -3.259, 1.356], [1.466, -3.333, 0.614], [1.736, -2.063, 0.375], [-0.426, -1.158, -2.164], [0.395, -3.022, -2.820], [0.843, -4.042, -2.631], [-0.039, -2.420, -3.949], [0.018, -2.690, -5.032], [-0.640, -1.165, -3.552], [-0.675, 0.029, -4.373], [0.491, 0.356, -5.114], [0.355, 1.516, -5.822], [1.185, 1.800, -6.410], [-0.795, 2.285, -5.764], [-0.894, 3.482, -6.647], [-1.405, 4.317, -6.145], [-1.470, 3.287, -7.574], [0.098, 3.839, -6.971], [-1.848, 1.943, -4.937], [-2.684, 2.575, -4.845], [-1.855, 0.779, -4.233], [-2.972, 0.285, -3.367], [-3.116, -0.808, -3.429], [-3.886, 0.789, -3.683], [-2.798, 0.533, -2.303], [1.757, -0.438, -5.007], [1.647, -1.488, -5.280], [2.214, -0.378, -4.013], [2.435, 0.021, -5.710], [-2.903, -0.954, 0.334], [-3.269, -0.323, 1.887], [-2.835, -0.764, 3.096], [-3.616, -0.214, 4.197], [-4.567, 0.754, 3.512], [-4.200, 0.653, 2.096], [-2.191, -1.534, 3.198], [-2.970, 0.312, 4.909], [-4.144, -1.011, 4.737], [-4.422, 1.782, 3.858], [-5.621, 0.484, 3.654], [-4.694, 1.057, 1.348]], "atomic_forces_ev_per_a": [[1.34, 0.89, 0.35], [0.82, 0.17, -2.00], [0.82, -0.11, -2.40], [-1.05, 0.58, 1.60], [-0.24, -0.39, 1.63], [0.01, 0.52, -0.81], [0.53, -0.17, 0.53], [-0.28, -0.09, 0.20], [0.26, 0.23, 0.00], [0.06, -0.07, -0.28], [0.64, -0.35, -0.64], [-0.44, -0.18, 0.64], [-0.14, -0.19, -0.32], [0.04, 0.31, -0.12], [0.20, -0.07, 0.00], [0.18, -0.68, -1.79], [-0.40, 0.48, 0.19], [0.12, 0.20, -0.13], [0.03, -0.08, 0.23], [-0.17, -0.12, -0.13], [0.44, -0.29, -0.43], [-0.19, -0.18, -0.07], [0.02, -0.04, 0.16], [-0.16, 0.21, -0.04], [0.13, 0.32, -0.59], [0.24, -0.07, -0.03], [-0.02, 0.26, 0.18], [-0.19, -0.12, -0.09], [-1.81, -0.51, -1.01], [0.11, 0.33, 1.97], [0.49, 0.16, 0.44], [-0.31, -0.34, 0.22], [0.37, 0.37, -1.42], [0.03, 0.15, 0.13], [0.77, 0.45, 1.71], [0.12, -0.07, 0.55], [-0.79, -1.30, 0.37], [0.51, 4.05, -1.30], [-0.27, -3.57, 0.61], [-1.53, 0.77, 0.63], [-0.33, -1.65, 1.22], [-0.54, 1.41, -0.59], [-0.46, 0.79, -1.09], [-0.15, 0.16, 1.36], [2.03, -1.59, 0.19], [0.36, -1.89, 1.40], [-2.14, -0.62, 1.64], [-0.17, -0.05, -0.06], [0.71, 0.65, -0.77], [0.19, 0.41, -0.35], [-0.12, 0.94, -0.62], [0.15, -0.17, -0.09], [0.22, -0.07, 0.42], [-0.34, -0.14, 0.18], [0.24, 0.26, -0.46], [-1.01, 0.91, -0.14], [1.60, -1.42, 0.00], [-0.42, 0.26, 0.11], [0.20, 0.53, 0.00], [-0.18, -0.04, 0.05], [-0.12, -0.15, -0.55], [0.16, 0.33, -0.45], [0.07, 0.29, 0.13], [-0.29, -0.11, -0.06], [0.56, 0.06, -0.22], [-0.79, -0.14, 0.92], [-0.18, -0.06, 0.29], [-0.65, 0.60, -1.15], [0.59, -0.35, 0.40], [-0.56, 0.73, -0.57], [1.23, -1.20, 1.26], [0.17, -0.35, -0.18], [-0.05, -0.16, -0.09], [0.12, 0.16, -0.14], [-0.07, -0.13, 0.05], [0.19, 0.04, 0.03], [-0.50, 0.30, -0.80]], "mulliken_spin": [0.144, 0.007, -0.072, 0.067, 0.197, 0.001, 0.052, -0.007, 0.000, 0.001, 0.230, -0.049, 0.028, 0.017, 0.001, 0.049, 0.013, 0.007, -0.002, -0.006, -0.002, 0.021, 0.003, 0.006, -0.001, -0.004, 0.013, 0.004, 0.027, -0.006, 0.015, 0.002, -0.003, 0.005, 0.071, 0.017, 0.088, 0.676, 0.105, 0.187, 0.033, -0.006, 0.004, -0.002, -0.001, 0.010, 0.010, -0.001, 0.000, -0.001, 0.000, 0.000, 0.000, 0.000, 0.002, 0.000, -0.015, 0.017, 0.000, 0.001, -0.011, 0.001, 0.001, 0.000, 0.000, 0.017, 0.022, 0.005, 0.001, 0.000, 0.008, -0.001, -0.001, -0.001, 0.000, 0.000, 0.000]}

=====

3.
{"formula": "C31H39BBr2N7S2Tl", "method": "ωB97M-V/def2-TZVPD", "de_lowest_kcal_mol": 0.00, "e_homo_ev": -0.60, "total_charge": -2, "lumo_ev": 4.1, "elements": ["Tl", "C", "C", "C", "C", "N", "C", "C", "C", "C", "C", "C", "N", "H", "H", "H", "H", "H", "H", "H", "H", "C", "N", "C", "C", "N", "B", "N", "C", "C", "N", "C", "C", "S", "C", "S", "H", "H", "H", "H", "H", "H", "H", "H", "H", "H", "H", "H", "Br", "C", "Br", "H", "H", "C", "C", "C", "C", "C", "C", "C", "C", "C", "C", "C", "C", "N", "H", "H", "H", "H", "H", "H", "H", "H", "H", "H", "H", "H", "H", "H", "H", "H", "H"], "positions_angstrom": [[-0.578, -0.177, 0.777], [-0.780, 3.616, -3.211], [-1.017, 2.988, -4.419], [-1.046, 1.606, -4.462], [-0.826, 0.891, -3.288], [-0.620, 1.498, -2.116], [-0.599, 2.825, -2.082], [-0.813, -0.605, -3.291], [-0.653, -1.327, -4.469], [-0.644, -2.711, -4.404], [-0.804, -3.327, -3.175], [-0.968, -2.523, -2.055], [-0.959, -1.198, -2.105], [-0.736, 4.691, -3.125], [-1.186, 3.565, -5.323], [-1.258, 1.090, -5.390], [-0.405, 3.264, -1.112], [-0.508, -0.823, -5.417], [-0.496, -3.296, -5.304], [-0.775, -4.402, -3.060], [-1.076, -2.966, -1.076], [-3.727, 4.067, -0.069], [-2.444, 4.675, 0.182], [-1.822, 5.622, -0.601], [-0.588, 5.796, -0.078], [-0.444, 4.964, 1.007], [0.948, 4.904, 1.744], [1.128, 3.664, 2.651], [1.165, 3.717, 4.022], [1.482, 2.489, 4.491], [1.647, 1.680, 3.394], [2.103, 0.302, 3.411], [1.387, 2.394, 2.280], [1.423, 1.723, 0.705], [-1.597, 4.281, 1.186], [-2.014, 3.175, 2.387], [-4.275, 4.695, -0.771], [-4.273, 3.979, 0.870], [-3.609, 3.063, -0.484], [-2.305, 6.070, -1.449], [0.218, 6.432, -0.396], [1.788, 4.899, 0.873], [1.050, 5.891, 2.452], [0.944, 4.629, 4.544], [1.568, 2.107, 5.491], [1.891, -0.115, 4.393], [3.174, 0.272, 3.196], [1.581, -0.285, 2.659], [-1.199, -0.380, 3.726], [-2.763, -0.061, 0.789], [-3.822, -0.045, -0.857], [-3.033, 0.841, 1.326], [-3.061, -0.936, 1.357], [-2.118, -3.995, 1.836], [-0.726, -3.397, 2.057], [-0.220, -3.770, 3.453], [0.295, -3.766, 0.999], [0.506, -5.112, 0.746], [1.486, -5.583, -0.117], [2.298, -4.622, -0.725], [2.133, -3.268, -0.524], [3.078, -2.332, -1.252], [2.384, -1.395, -2.244], [3.968, -1.531, -0.299], [1.096, -2.747, 0.356], [1.041, -1.427, 0.474], [-2.839, -3.540, 2.520], [-2.118, -5.072, 2.027], [-2.482, -3.843, 0.819], [-0.830, -2.313, 2.072], [-0.119, -4.856, 3.538], [-0.903, -3.409, 4.225], [0.752, -3.313, 3.636], [-0.123, -5.832, 1.266], [1.630, -6.642, -0.290], [3.090, -4.945, -1.398], [3.737, -2.987, -1.842], [1.727, -0.717, -1.704], [1.789, -1.965, -2.964], [3.126, -0.810, -2.797], [3.356, -0.841, 0.280], [4.714, -0.960, -0.862], [4.495, -2.198, 0.389]], "atomic_forces_ev_per_a": [[0.18, -0.58, -0.05], [0.00, -0.01, 0.09], [-0.03, 0.04, -0.07], [-0.05, -0.02, -0.06], [0.01, -0.08, 0.12], [0.01, -0.15, -0.12], [0.04, -0.13, -0.07], [-0.04, 0.11, 0.21], [0.03, -0.02, -0.01], [-0.01, -0.05, 0.02], [0.00, 0.00, -0.02], [0.13, 0.08, -0.08], [-0.16, 0.04, -0.18], [-0.01, 0.06, 0.01], [0.01, 0.00, 0.02], [0.02, 0.06, 0.06], [0.05, 0.04, 0.09], [0.02, -0.06, 0.08], [0.00, -0.02, 0.00], [-0.01, -0.01, -0.02], [0.00, -0.07, 0.11], [-0.05, -0.04, 0.01], [-0.01, -0.05, -0.02], [0.10, 0.14, 0.01], [-0.09, 0.02, -0.13], [0.15, -0.06, -0.09], [-0.06, 0.06, 0.05], [0.00, -0.11, -0.11], [0.10, -0.06, 0.11], [0.03, 0.15, 0.08], [-0.17, -0.02, -0.05], [0.05, -0.01, 0.04], [0.04, 0.05, -0.05], [-0.25, 0.29, -0.20], [-0.07, -0.13, 0.24], [-0.04, 0.01, 0.02], [-0.02, -0.01, -0.02], [0.00, 0.01, -0.01], [-0.01, 0.02, 0.01], [-0.02, 0.02, -0.04], [0.04, 0.02, -0.03], [0.04, 0.04, -0.01], [-0.01, -0.02, 0.06], [-0.03, 0.02, 0.03], [0.00, 0.00, 0.03], [-0.01, -0.01, -0.03], [0.01, -0.01, 0.01], [0.07, -0.01, 0.00], [-0.13, 0.27, 0.19], [0.04, 0.46, 0.10], [0.03, 0.01, -0.05], [-0.04, -0.03, 0.02], [-0.07, -0.04, -0.06], [0.04, 0.02, 0.04], [0.04, 0.03, -0.09], [-0.04, 0.02, -0.01], [-0.15, -0.05, 0.16], [-0.07, -0.05, -0.01], [0.05, 0.08, -0.03], [-0.04, -0.15, -0.04], [0.01, 0.03, 0.02], [0.10, -0.05, -0.07], [-0.03, -0.03, 0.00], [0.03, 0.01, 0.04], [-0.01, -0.26, -0.19], [0.08, 0.35, 0.05], [0.02, 0.02, 0.05], [-0.01, -0.06, -0.03], [0.03, 0.06, -0.09], [-0.02, -0.23, -0.01], [0.05, -0.06, 0.01], [-0.03, 0.01, -0.02], [0.05, 0.00, -0.01], [-0.01, -0.01, 0.01], [0.00, -0.02, -0.01], [0.00, -0.01, -0.01], [0.01, 0.04, 0.03], [-0.01, 0.03, 0.00], [0.03, 0.01, 0.01], [0.04, 0.02, -0.03], [-0.03, 0.03, 0.02], [0.03, 0.03, -0.02], [0.01, -0.02, 0.01]], "mulliken_charge": [0.622, -0.796, -0.739, -0.868, 0.577, 0.477, -0.076, 0.524, -1.082, -0.681, -0.978, -0.200, 0.714, 0.481, 0.359, 0.342, 0.243, 0.323, 0.346, 0.457, 0.433, -0.904, 0.316, -0.565, -0.687, 0.356, 0.245, 0.097, -0.524, -0.581, 0.387, -0.823, -0.524, -0.222, -0.183, -0.310, 0.320, 0.351, 0.216, 0.471, 0.441, -0.129, -0.263, 0.481, 0.431, 0.260, 0.289, 0.181, -0.716, -0.973, -0.323, 0.331, 0.399, -1.789, 2.388, -1.621, 0.325, 0.120, -1.648, -0.732, 0.982, 0.347, -0.808, -1.449, -0.094, 0.770, 0.408, 0.344, 0.342, -1.872, 0.332, 0.409, 0.345, 0.244, 0.312, 0.271, 0.434, -0.190, 0.052, 0.576, 0.093, 0.470, 0.316]}